Arrangement 1

The following is a quantum chemistry calculation of a cluster of 2 separate species, C3H6O2 in total, from OMol25.

Element x y z (Å)
O1 -0.7688 -0.8227 -1.4769
O2 0.2168 -2.0291 0.9809
C1 0.5256 0.7119 -0.1756
C2 -0.3706 1.1933 0.6845
C3 0.1017 0.0199 -1.4208
H1 -0.0055 -1.2330 1.4764
H2 0.6167 0.3487 -2.3432
H3 1.5960 0.8556 -0.0376
H4 -1.4369 1.0609 0.5175
H5 -0.0748 1.7498 1.5691
H6 -0.3336 -1.9344 0.1902

Calculated values
- Charge: 0
- SMILES: C=CC=O.O
- LUMO: 0.017 eV
- E_HOMO: -10.5554 eV
- Orbital gap: 10.573 eV

=====

Arrangement 2

The following is a quantum chemistry calculation of the molecule C3H6O2, from OMol25.

Element x y z (Å)
O1 -1.9081 -0.0521 0.1288
O2 0.2753 1.3280 -0.0460
C1 1.8265 -0.4366 0.0577
C2 -0.7204 -0.7864 -0.1072
C3 0.4646 0.1394 -0.0248
H1 2.4817 0.1249 -0.7419
H2 -1.6751 0.8846 -0.0426
H3 -0.6310 -1.6613 0.6080
H4 1.8418 -1.6281 -0.1147
H5 2.2724 -0.1812 1.1816
H6 -0.6509 -1.2440 -1.1065

Calculated values
- Charge: 0
- SMILES: CC(=O)CO
- LUMO: 0.804 eV
- E_HOMO: -10.2286 eV
- Orbital gap: 11.033 eV

=====

arrangement 2 comes first in stability; the runner-up is 6.8 kcal/mol higher.

=====

Arrangement 1

The following is a quantum chemistry calculation of the molecule C3H6O2, from OMol25.

Element x y z (Å)
O1 1.9148 -0.3373 -0.3525
O2 -1.3528 -1.0275 0.0768
C1 -0.2668 -0.2998 -0.3904
C2 0.7945 -0.1758 0.5212
C3 -1.4821 0.3954 -0.1258
H1 0.1090 -0.7577 -1.3813
H2 -2.0138 0.7040 -1.1141
H3 0.9305 0.7587 0.9512
H4 0.7886 -0.9378 1.3738
H5 -1.6517 1.0508 0.7737
H6 2.2297 0.6270 -0.3326

Calculated values
- Charge: 0
- SMILES: OC[C@@H]1CO1
- LUMO: 0.818 eV
- E_HOMO: -10.3251 eV
- Orbital gap: 11.143 eV

=====

Arrangement 2

The following is a quantum chemistry calculation of a cluster of 2 separate species, C3H6O2 in total, from OMol25.

Element x y z (Å)
O1 -0.1460 -0.6850 -1.6979
O2 2.1685 -1.1954 -0.2404
C1 0.1170 -0.0326 -0.7176
C2 1.3564 -0.3912 0.1311
C3 -0.6571 1.1685 -0.2442
H1 -0.9313 1.0701 0.8129
H2 -0.0086 2.0488 -0.3285
H3 -1.0685 -1.6049 1.4127
H4 -1.5528 1.3211 -0.8480
H5 -1.0077 -1.9086 0.7366
H6 1.4609 0.1472 1.0992

Calculated values
- Charge: 0
- SMILES: CC(=O)C=O.[H][H]
- LUMO: -0.475 eV
- E_HOMO: -9.8435 eV
- Orbital gap: 9.368 eV

=====

arrangement 2 comes first in stability; the runner-up is 27.6 kcal/mol higher.

=====

Arrangement 1

The following is a quantum chemistry calculation of the molecule C3H4N2OS, from OMol25.

Element x y z (Å)
S1 -2.2344 -0.2652 -0.1281
O1 -0.0691 1.9837 0.0186
N1 -0.5113 -0.3112 -0.2540
N2 1.5164 -1.1663 0.0150
C1 0.2609 -1.3788 -0.0512
C2 1.6713 0.1719 -0.1521
C3 0.4001 0.7546 -0.0418
H1 -2.5302 -0.3845 1.2296
H2 -0.8057 2.1585 -0.4886
H3 2.6756 0.6619 -0.0200
H4 -0.3736 -2.2246 -0.1273

Calculated values
- Charge: 0
- SMILES: Oc1cncn1S
- LUMO: 0.206 eV
- E_HOMO: -8.4023 eV
- Orbital gap: 8.608 eV

=====

Arrangement 2

The following is a quantum chemistry calculation of a structure of composition C3H4N2OS, from OMol25.

Element x y z (Å)
S1 -0.4317 -2.1078 0.6777
O1 -0.6719 0.3421 0.0915
N1 -0.8072 2.1819 -1.1168
N2 1.2793 1.2721 -0.3375
C1 1.4108 -0.1095 0.1082
C2 0.0006 1.3512 -0.4945
C3 0.2163 -0.5706 0.1678
H1 2.4149 -0.7564 0.0992
H2 -1.8162 1.8881 -1.0170
H3 -0.7525 -1.6292 1.8055
H4 -0.6351 3.2809 -0.9706

Calculated values
- Charge: 0
- LUMO: 0.637 eV
- E_HOMO: -8.5272 eV
- Orbital gap: 9.164 eV

=====

arrangement 1 comes first in stability; the runner-up is 2.7 kcal/mol higher.

=====

Arrangement 1

The following is a quantum chemistry calculation of the molecule C3H4N2OS, from OMol25.

Element x y z (Å)
S1 0.5081 2.5573 1.3658
O1 1.5118 0.1747 -1.4845
N1 -0.2418 -1.0272 -0.2958
N2 -1.5906 0.8763 0.5535
C1 0.7566 -0.8850 -1.2116
C2 0.6360 0.9629 0.8708
C3 -0.5146 0.3674 0.3062
H1 0.9026 -1.9557 -1.5967
H2 -2.5889 0.6528 0.3310
H3 -0.8486 -1.9386 -0.0442
H4 1.4694 0.2152 1.2055

Calculated values
- Charge: 0
- SMILES: [H]/N=C(/C=S)NC=O
- LUMO: -0.979 eV
- E_HOMO: -8.6091 eV
- Orbital gap: 7.630 eV

=====

Arrangement 2

The following is a quantum chemistry calculation of a structure of composition C3H4N2OS, from OMol25.

Element x y z (Å)
S1 3.2466 0.6154 -0.4404
O1 3.4759 -0.5994 0.7195
N1 -1.0134 -0.6860 -0.4611
N2 0.2702 -0.9120 -0.6884
C1 -0.0058 1.1187 0.2736
C2 -1.1825 0.4797 0.2570
C3 0.8644 0.1384 -0.2945
H1 -1.7674 -1.3076 -0.8192
H2 3.4215 -1.5564 0.5584
H3 -2.2049 0.8283 0.4570
H4 0.2366 2.1459 0.6429

Calculated values
- Charge: 0
- LUMO: -0.521 eV
- E_HOMO: -8.9186 eV
- Orbital gap: 8.398 eV

=====

Arrangement 3

The following is a quantum chemistry calculation of a cluster of 2 separate species, C3H4N2OS in total, from OMol25.

Element x y z (Å)
S1 -1.6025 -1.1664 -0.6548
O1 1.6716 0.3661 -1.4670
N1 1.2695 -1.5624 -0.2005
N2 -0.7269 2.5865 0.0434
C1 -0.6531 1.3477 0.1855
C2 -0.9733 0.0877 0.4679
C3 1.5271 -0.5353 -0.7737
H1 1.6868 -1.8761 0.6766
H2 0.0905 3.0529 -0.0146
H3 -1.4267 -2.0879 0.2855
H4 -0.8630 -0.2128 1.4517

Calculated values
- Charge: 0
- SMILES: N=C=CS.N=C=O
- LUMO: 0.464 eV
- E_HOMO: -8.1482 eV
- Orbital gap: 8.612 eV

=====

Arrangement 4

The following is a quantum chemistry calculation of the molecule C3H4N2OS, from OMol25.

Element x y z (Å)
S1 -0.5965 0.0971 -1.3973
O1 2.2765 -1.1251 -0.7046
N1 -0.8499 -3.0396 -3.3140
N2 1.5498 -1.0744 -1.6818
C1 -0.1041 0.6976 0.2239
C2 -0.3411 -2.4127 -2.4971
C3 0.2343 -1.5674 -1.4473
H1 -0.6147 0.1720 1.1552
H2 1.0013 0.5093 0.3936
H3 -0.4556 1.7688 0.2500
H4 0.1853 -2.2609 -0.4874

Calculated values
- Charge: 0
- SMILES: CS[C@@H](C#N)N=O
- LUMO (spin up / spin down): -0.770 / -0.770 eV
- E_HOMO (spin up / spin down): -9.9997 / -10.0014 eV
- Orbital gap (spin up / spin down): 9.230 / 9.231 eV

=====

arrangement 3 comes first in stability; the runner-up is 24.1 kcal/mol higher.

=====

Arrangement 1

The following is a quantum chemistry calculation of the molecule C3H4N2OS, from OMol25.

Element x y z (Å)
S1 0.2990 2.8960 -2.6147
O1 0.6961 -2.1585 1.4640
N1 -0.3418 1.0973 -0.7692
N2 -0.7509 -0.5191 0.8143
C1 0.0691 0.0734 -0.1026
C2 -0.3843 -1.6398 1.5591
C3 0.5793 1.6290 -1.6708
H1 -1.6543 -0.1153 0.9275
H2 1.0908 -0.4267 -0.1804
H3 1.5286 1.1287 -1.7049
H4 -1.1316 -1.9650 2.2777

Calculated values
- Charge: 0
- SMILES: O=CN/C=N/C=S
- LUMO: -0.724 eV
- E_HOMO: -8.7611 eV
- Orbital gap: 8.037 eV

=====

Arrangement 2

The following is a quantum chemistry calculation of the molecule C3H4N2OS, from OMol25.

Element x y z (Å)
S1 -3.1163 -0.5493 -0.0289
O1 -0.5829 -0.9928 -0.4847
N1 0.7232 -0.3592 -0.5588
N2 1.7018 -0.9647 0.2984
C1 -0.8746 1.2419 -0.0159
C2 0.4507 0.9649 -0.2401
C3 -1.5267 -0.0965 -0.1265
H1 1.3558 1.5970 -0.0239
H2 -1.3794 2.1967 0.2372
H3 1.2220 -1.2303 1.2057
H4 2.0265 -1.8076 -0.2624

Calculated values
- Charge: 0
- SMILES: Nn1ccc(=S)o1
- LUMO: -0.152 eV
- E_HOMO: -8.5571 eV
- Orbital gap: 8.405 eV

=====

Arrangement 3

The following is a quantum chemistry calculation of the molecule C3H4N2OS, from OMol25.

Element x y z (Å)
S1 1.3842 -1.0922 0.0821
O1 1.1390 -2.5056 0.1164
N1 2.9713 -0.4156 -0.2435
N2 3.2569 1.9572 0.0565
C1 0.1204 -0.2942 -0.7848
C2 3.0984 0.8357 -0.1416
C3 -0.0559 -0.2408 0.7478
H1 0.2724 0.7073 -1.1719
H2 -0.6749 -0.8551 -1.2342
H3 -0.0099 0.7043 1.4003
H4 -0.7206 -0.8963 1.2512

Calculated values
- Charge: 0
- SMILES: N#CN=S1(=O)CC1
- LUMO: -0.689 eV
- E_HOMO: -9.4060 eV
- Orbital gap: 8.717 eV

=====

arrangement 1 comes first in stability; the runner-up is 54.9 kcal/mol higher.

=====

Arrangement 1

The following is a quantum chemistry calculation of a cluster of 2 separate species, C3H4N2OS in total, from OMol25.

Element x y z (Å)
S1 -1.7940 -0.8499 -0.2616
O1 2.1811 0.2622 -0.5440
N1 -1.1931 2.6771 -0.4009
N2 1.8991 -1.8844 0.2741
C1 -0.7594 0.3232 0.4888
C2 1.9609 -0.8470 -0.3198
C3 -0.9247 1.5852 0.0779
H1 -0.9328 3.1394 -1.3149
H2 1.9493 -2.7991 -0.0060
H3 -0.1425 -0.1115 1.3070
H4 -2.2440 -1.4953 0.6994

Calculated values
- Charge: 0
- SMILES: N=C=CS.N=C=O
- LUMO: 0.616 eV
- E_HOMO: -8.1436 eV
- Orbital gap: 8.760 eV

=====

Arrangement 2

The following is a quantum chemistry calculation of a structure of composition C3H4N2OS, from OMol25.

Element x y z (Å)
S1 1.4537 -0.7826 0.0616
O1 2.7445 0.8759 -0.1108
N1 0.1512 -0.4603 -1.0228
N2 0.0241 -0.5240 1.1029
C1 -0.6844 -1.1469 -0.0967
C2 -0.2383 0.9107 0.7727
C3 -0.1007 0.9731 -0.5808
H1 -0.7220 -2.3393 -0.0848
H2 -1.8124 -0.8126 -0.0677
H3 -0.0874 1.7732 -1.4102
H4 -0.7283 1.5330 1.4365

Calculated values
- Charge: 0
- LUMO (spin up / spin down): -0.762 / -0.762 eV
- E_HOMO (spin up / spin down): -9.6468 / -9.6474 eV
- Orbital gap (spin up / spin down): 8.885 / 8.885 eV

=====

arrangement 1 comes first in stability; the runner-up is 146.6 kcal/mol higher.

=====

Arrangement 1

The following is a quantum chemistry calculation of a cluster of 2 separate species, C2H2N2O in total, from OMol25.

Element x y z (Å)
O1 0.7186 2.0494 0.2023
N1 0.6115 -0.9572 0.0810
N2 1.1639 -2.0290 -0.0917
C1 -0.2605 -0.1173 0.2405
C2 -0.2600 1.3450 0.0835
H1 -0.6986 -2.0347 -0.4358
H2 -1.2748 1.7439 -0.0798

Calculated values
- Charge: 0
- LUMO (spin up / spin down): -0.641 / -2.732 eV
- E_HOMO (spin up / spin down): -10.2626 / -9.7491 eV
- Orbital gap (spin up / spin down): 9.622 / 7.017 eV

=====

Arrangement 2

The following is a quantum chemistry calculation of a cluster of 2 separate species, C2H2N2O in total, from OMol25.

Element x y z (Å)
O1 2.0188 0.5197 0.3093
N1 -2.2883 0.8907 0.0852
N2 -1.7808 -0.0047 0.4943
C1 0.9695 -0.2591 0.0209
C2 -0.0058 -0.9234 -0.3914
H1 1.5329 1.5263 0.2986
H2 -0.4463 -1.7495 -0.8169

Calculated values
- Charge: 0
- SMILES: C#CO.N#N
- LUMO: 0.243 eV
- E_HOMO: -9.2040 eV
- Orbital gap: 9.447 eV

=====

Arrangement 3

The following is a quantum chemistry calculation of a structure of composition C2H2N2O, from OMol25.

Element x y z (Å)
O1 0.6377 1.8656 0.2367
N1 0.4723 0.8415 -0.2491
N2 -0.4066 -2.4202 -1.4318
C1 0.3245 -0.0878 -0.9360
C2 0.0750 -1.3539 -1.3010
H1 -0.4783 0.6922 2.2311
H2 -0.6245 0.4626 1.4501

Calculated values
- Charge: 0
- LUMO: -0.258 eV
- E_HOMO: -10.7631 eV
- Orbital gap: 10.505 eV

=====

arrangement 2 comes first in stability; the runner-up is 43.6 kcal/mol higher.